Below is a structure of composition C32H40FN7O11PSeSiTi at a distorted geometry, with properties calculated with ωB97M-V/def2-TZVPD.

Geometry as XYZ:
```
95
Properties=species:S:1:pos:R:3
Ti -1.07202 1.01796 -0.07297
C -4.48915 -4.39222 3.49629
C -5.11985 -4.16806 2.13012
C -6.62253 -3.96936 2.25327
C -7.25259 -3.79390 0.88681
C -6.59437 -2.65719 0.16150
C -7.27350 -1.93170 -0.79110
C -6.66123 -0.85669 -1.43198
F -7.38282 -0.17174 -2.34303
C -5.38135 -0.48172 -1.14895
C -4.66240 -1.21917 -0.19415
C -3.28761 -0.82814 0.11105
O -2.78861 0.18091 -0.46920
C -2.58155 -1.64329 1.02606
C -3.24787 -2.67209 1.63612
N -4.53504 -2.99323 1.43472
C -5.26289 -2.29658 0.46992
C -1.12283 -1.48943 1.37733
O -0.62648 -2.22924 2.20551
O -0.47089 -0.58170 0.71278
H -5.07246 -5.14831 4.02070
H -4.50225 -3.47657 4.08716
H -3.46529 -4.75354 3.44647
H -4.93435 -5.04188 1.49295
H -6.81220 -3.08912 2.87329
H -7.04404 -4.83238 2.77011
H -8.32259 -3.59830 0.97150
H -7.14247 -4.71688 0.30825
H -8.29558 -2.17791 -1.04380
H -4.92380 0.36872 -1.63108
H -2.69144 -3.26336 2.34510
N 0.72154 3.79099 2.12130
C 0.82666 4.57048 0.89343
C 0.58665 3.68296 -0.31855
O 1.25401 3.77452 -1.32976
O -0.40127 2.86226 -0.14642
H 0.78945 4.39450 2.93034
H 2.00215 2.29227 1.89984
H -0.18159 3.31315 2.15109
H 1.82828 4.99539 0.80162
H 0.09737 5.39411 0.82775
C -1.64801 2.43644 5.29855
Si -1.41372 1.04014 4.04503
C -2.32490 -0.48687 4.69381
C 0.41488 0.62919 3.93787
Se -2.32692 1.70168 2.11418
H -1.62157 2.06593 6.32387
H -2.59905 2.94365 5.14334
H -0.85414 3.17578 5.19075
H -2.11526 -0.65844 5.75091
H -1.99901 -1.36613 4.14038
H -3.40196 -0.36990 4.56629
H 1.01450 1.53840 3.86675
H 0.64284 -0.00390 3.08025
H 0.71818 0.09430 4.83903
O 4.26018 2.06686 1.05208
C 3.27364 1.53476 0.61404
O 2.06950 1.59166 1.19938
C 3.24560 0.67444 -0.61403
C 4.43909 0.18896 -1.15722
C 4.33275 -0.57679 -2.31129
C 3.15090 -0.89378 -2.95044
C 1.96926 -0.40345 -2.37377
C 2.04680 0.39422 -1.22878
N 0.72915 -0.69110 -2.92072
O -0.35555 -0.35605 -2.28309
O 0.65615 -1.26701 -4.03643
N 5.59007 -1.10190 -2.90668
O 6.63506 -0.82298 -2.35134
O 5.50412 -1.77327 -3.91673
H 5.38830 0.40864 -0.69994
H 3.11930 -1.49055 -3.84639
H 1.10997 0.80747 -0.91712
C -2.06293 2.42110 -5.64320
N -3.15968 1.76589 -4.93711
C -4.07116 2.80185 -4.46248
N -3.45259 3.84151 -3.64235
C -2.32647 4.40569 -4.38437
N -1.35622 3.42763 -4.85932
C -0.61780 2.81180 -3.75499
P -1.72334 1.91444 -2.58190
C -2.64424 0.93642 -3.84332
C -2.97855 3.26516 -2.38049
H -2.48500 2.91956 -6.52214
H -1.35147 1.66218 -5.97605
H -4.87494 2.33282 -3.88793
H -4.51237 3.28367 -5.34069
H -1.81355 5.12756 -3.74447
H -2.72598 4.93529 -5.25571
H -0.01658 3.54489 -3.21352
H 0.07829 2.07733 -4.17699
H -3.46204 0.37786 -3.38104
H -1.94819 0.19398 -4.24516
H -2.54851 4.05228 -1.75137
H -3.83982 2.86241 -1.83411
```

charge: -1
LUMO level (spin up / spin down): 1.281 / 1.197 eV
E_HOMO (spin up / spin down): -0.125 / -0.202 Ha
expectation value of S²: 2.028
multiplicity: 3
energy relative to the best compared isomer or geometry (same formula, charge and spin): 0.000 eV
frontier orbital gap (spin up / spin down): 4.7 / 6.7 eV

---

Below is a structure of composition CHI2P at a distorted geometry, with properties calculated with ωB97M-V/def2-TZVPD.

Geometry as XYZ:
```
5
Properties=species:S:1:pos:R:3
C 0.04443 1.13645 0.38563
P -1.19421 -1.35324 0.61723
I -0.93982 1.89979 -1.30617
I 2.17006 0.50211 -0.18077
H -0.08047 -2.18512 0.48408
```

LUMO level (spin up / spin down): -2.338 / -2.633 eV
E_HOMO (spin up / spin down): -0.318 / -0.318 Ha
energy relative to the best compared isomer or geometry (same formula, charge and spin): 4.870 eV
frontier orbital gap (spin up / spin down): 6.3 / 6.0 eV

---

Below is a cluster of 5 separate species, C21H48BN4O6 in total at a distorted geometry, with properties calculated with ωB97M-V/def2-TZVPD.

Geometry as XYZ:
```
80
Properties=species:S:1:pos:R:3
C -5.80207 -0.91212 1.74784
C -5.39963 -0.09323 0.50307
C -4.02926 0.58530 0.58369
C -2.90252 -0.29564 1.14113
C -1.59301 -0.13014 0.38457
C -0.47001 -0.98460 0.96989
C -0.77766 -2.49613 0.98814
C -0.99618 -3.16264 -0.38241
C -2.38510 -2.93164 -1.07831
O -3.16886 -4.07393 -0.91613
B -2.41962 -4.99979 -0.00661
O -1.01456 -4.55135 -0.11155
H -6.64677 -0.47039 2.27402
H -4.99592 -1.05401 2.46020
H -6.14968 -1.89054 1.42325
H -6.14347 0.70018 0.39441
H -5.50589 -0.70217 -0.38991
H -3.74960 0.85827 -0.43701
H -4.09919 1.52372 1.13132
H -3.18298 -1.33835 1.24357
H -2.69096 0.04816 2.15917
H -1.71945 -0.30149 -0.68433
H -1.30184 0.92112 0.49060
H 0.48932 -0.77011 0.50095
H -0.37749 -0.67551 2.02016
H 0.09576 -2.99439 1.40910
H -1.62324 -2.72958 1.62664
H -0.20828 -2.85067 -1.06707
H -2.20355 -2.72765 -2.14766
H -2.97816 -2.08074 -0.72397
H -2.79312 -4.68749 1.14495
H -2.64357 -6.17275 -0.27753
C 2.98001 -2.14515 -1.25926
O 1.92851 -1.71525 -0.83701
N 4.14423 -1.45714 -1.28289
C 5.36280 -2.03770 -1.79759
C 4.16437 -0.09188 -0.77187
H 3.07328 -3.16746 -1.66854
H 6.12796 -2.05902 -1.01640
H 5.73371 -1.44602 -2.63933
H 5.17993 -3.05554 -2.13740
H 3.85730 -0.09052 0.27590
H 3.47047 0.54774 -1.32501
H 5.17288 0.31162 -0.85857
C 3.06203 3.50451 -0.91934
O 2.76772 2.40180 -1.34074
N 3.38318 4.55841 -1.69704
C 3.73121 5.84917 -1.13581
C 3.37724 4.38212 -3.13828
H 3.09328 3.73584 0.15883
H 3.03415 6.60987 -1.49641
H 4.74487 6.12185 -1.44238
H 3.68990 5.81493 -0.05247
H 2.38414 4.07960 -3.47257
H 4.08283 3.59967 -3.42181
H 3.65528 5.31543 -3.62223
C -7.74997 -6.17231 1.71979
O -8.70216 -6.38333 2.45620
N -7.77753 -5.36342 0.64836
C -6.61161 -5.14955 -0.19863
C -9.01636 -4.68194 0.33075
H -6.76593 -6.64148 1.87933
H -6.34751 -4.09206 -0.19629
H -6.84145 -5.46188 -1.21922
H -5.75866 -5.71961 0.16193
H -9.31990 -4.04972 1.16701
H -9.80907 -5.41098 0.15158
H -8.87794 -4.06888 -0.55651
C 6.27808 5.48691 1.18858
O 5.22226 5.93173 1.59750
N 7.44166 6.16545 1.17560
C 8.66934 5.58068 0.67417
C 7.45715 7.52674 1.68326
H 6.36871 4.46397 0.78358
H 9.42256 5.55991 1.46440
H 9.04907 6.17072 -0.16261
H 8.48858 4.56330 0.33400
H 7.13796 7.53819 2.72581
H 6.76644 8.14559 1.10943
H 8.46158 7.93543 1.60599
```

charge: -1
LUMO level: 1.413 eV
E_HOMO: -0.118 Ha
frontier orbital gap: 4.6 eV

---

Below is a structure of composition C34H36CoN6O4SSi at a distorted geometry, with properties calculated with ωB97M-V/def2-TZVPD.

Geometry as XYZ:
```
83
Properties=species:S:1:pos:R:3
Co 1.93849 1.85152 -0.42110
C -2.32281 2.87562 -0.00640
C -1.16281 2.03132 -0.41530
N 0.12589 2.65102 -0.29710
C 0.21159 3.98012 -0.12540
C -0.91431 4.82002 0.08920
C -2.19101 4.18452 0.22520
C -0.77711 6.20322 0.14300
C 0.45729 6.78842 -0.07430
C 1.58289 6.00212 -0.24520
C 1.51779 4.60492 -0.19490
N 2.54729 3.72942 -0.26460
C 3.88889 3.90412 -0.24570
C 4.64039 5.06312 -0.02510
C 6.02969 5.02432 0.05860
C 6.72319 3.84322 -0.03730
C 6.02719 2.64522 -0.29470
C 6.67129 1.39682 -0.40990
C 5.93019 0.28732 -0.72620
C 4.55739 0.42582 -0.92630
N 3.90889 1.56932 -0.77650
C 4.61929 2.67732 -0.44560
H -3.29091 2.40452 0.04270
H -1.29751 1.74402 -1.47630
H -3.04061 4.78922 0.49620
H -1.64991 6.81382 0.31500
H 0.55289 7.86132 -0.11270
H 2.51689 6.48762 -0.46150
H 4.16079 6.01452 0.11420
H 6.56289 5.94732 0.23030
H 7.79429 3.81292 0.08620
H 7.73809 1.33472 -0.26470
H 6.38879 -0.68048 -0.84830
H 3.96899 -0.42488 -1.22700
C 1.81829 -1.84208 -1.53310
Si 0.81589 -1.42608 0.03040
C 1.78899 -0.34298 1.25630
C 0.06599 -2.91928 0.91280
C -0.66891 -2.70158 2.07940
C -1.23391 -3.75128 2.77660
C -1.08601 -5.04788 2.31680
C -0.37661 -5.28328 1.14940
C 0.19569 -4.23188 0.45610
H 2.77089 -2.28378 -1.25820
H 2.00719 -0.94658 -2.12330
H 1.32049 -2.55828 -2.17660
H 2.78579 -0.74758 1.39790
H 1.31429 -0.30798 2.23280
H 1.89799 0.71822 0.91200
H -0.80941 -1.69598 2.44410
H -1.80281 -3.55578 3.67040
H -1.51141 -5.87458 2.86650
H -0.26011 -6.29238 0.78220
H 0.76419 -4.43018 -0.44200
C -4.76671 -5.80518 1.34020
C -4.04581 -5.15568 0.17840
S -4.31511 -3.35588 0.28050
O -3.27541 -2.76158 1.07840
O -5.67811 -3.08628 0.59850
C -3.99281 -2.74268 -1.42900
C -3.95341 -1.22518 -1.35570
N -2.71201 -0.71048 -0.81390
C -1.50081 -0.90628 -1.32710
N -0.52421 -0.36188 -0.55260
C -1.19571 0.58682 0.31790
C -2.58531 0.06082 0.32290
N -3.49601 0.26012 1.32240
O -3.06211 0.82422 2.32830
O -4.66891 -0.07028 1.16450
C -1.22971 -1.57618 -2.61680
H -4.53271 -6.86568 1.40200
H -5.84041 -5.69348 1.21540
H -4.48061 -5.31588 2.26800
H -4.45431 -5.47668 -0.77550
H -2.96951 -5.30408 0.21490
H -4.81131 -3.06138 -2.06400
H -3.05551 -3.19028 -1.74030
H -4.75541 -0.90268 -0.67910
H -4.10701 -0.77118 -2.34070
H -0.74561 0.70062 1.29930
H -2.09171 -1.50948 -3.27580
H -0.98121 -2.62898 -2.48700
H -0.38331 -1.09788 -3.10310
```

charge: +1
LUMO level (spin up / spin down): -3.199 / -4.582 eV
E_HOMO (spin up / spin down): -0.341 / -0.339 Ha
expectation value of S²: 6.051
multiplicity: 5
energy relative to the best compared isomer or geometry (same formula, charge and spin): 2.223 eV
frontier orbital gap (spin up / spin down): 6.1 / 4.6 eV

---

It is found that the E_tot values, taken in the order of the records, are -175136.026; -26536.765; -41478.802; -109303.847 eV.